{
  "formula": "C24H29AsF5GeLiSSi2",
  "method": "ωB97M-V with the def2-TZVPD basis set",
  "lumo_ha": 0.008,
  "orbital_gap_ha": 0.2832,
  "relative_energy_kj_mol": 0.0,
  "homo_ev": -7.5,
  "symbols": ["Li", "F", "C", "C", "F", "C", "F", "C", "S", "C", "F", "C", "F", "Ge", "C", "C", "C", "C", "C", "C", "C", "C", "C", "C", "C", "C", "H", "H", "H", "H", "H", "H", "H", "H", "H", "H", "H", "C", "Si", "C", "C", "As", "Si", "C", "C", "C", "H", "H", "H", "H", "H", "H", "H", "H", "H", "H", "H", "H", "H", "H", "H", "H", "H", "H"],
  "xyz": [[-0.33, 1.18, -1.20], [-5.14, -2.50, -3.33], [-4.37, -1.43, -3.19], [-3.26, -1.47, -2.38], [-2.94, -2.59, -1.73], [-2.49, -0.34, -2.25], [-1.38, -0.43, -1.45], [-2.74, 0.88, -2.88], [-1.73, 2.27, -2.70], [-3.88, 0.87, -3.69], [-4.23, 1.97, -4.35], [-4.67, -0.25, -3.85], [-5.74, -0.21, -4.64], [2.31, 0.36, 0.52], [2.53, -1.42, -0.27], [3.79, -2.01, -0.29], [4.00, -3.23, -0.91], [2.94, -3.89, -1.52], [1.67, -3.32, -1.51], [1.47, -2.09, -0.89], [2.21, 1.53, -1.08], [2.77, 2.81, -1.03], [2.95, 3.54, -2.20], [2.57, 3.02, -3.43], [2.00, 1.76, -3.49], [1.83, 1.02, -2.33], [3.71, 0.72, 1.07], [4.63, -1.50, 0.18], [4.98, -3.68, -0.92], [3.09, -4.85, -2.00], [0.84, -3.83, -1.98], [0.47, -1.66, -0.88], [3.10, 3.22, -0.08], [3.40, 4.53, -2.14], [2.71, 3.59, -4.33], [1.69, 1.34, -4.44], [1.46, 0.00, -2.40], [-1.70, -1.77, 2.51], [0.06, -1.53, 3.12], [0.04, -1.35, 4.99], [1.16, -2.99, 2.74], [0.94, 0.60, 2.52], [-0.95, 1.97, 2.08], [-0.22, 3.50, 1.26], [-2.47, 1.49, 1.09], [-1.54, 2.37, 3.81], [-2.16, -2.63, 3.03], [-1.74, -1.96, 1.44], [-2.29, -0.89, 2.74], [-0.30, -2.27, 5.48], [-0.62, -0.53, 5.30], [1.04, -1.12, 5.35], [0.94, -3.80, 3.44], [2.22, -2.72, 2.85], [1.03, -3.37, 1.73], [0.05, 3.32, 0.22], [0.69, 3.83, 1.79], [-0.94, 4.33, 1.27], [-2.34, 1.61, 0.02], [-3.27, 2.18, 1.39], [-2.82, 0.47, 1.29], [-0.73, 2.79, 4.42], [-1.91, 1.48, 4.32], [-2.36, 3.10, 3.77]]
}